(1)
This record from the Open Molecules 2025 dataset describes a cluster of 25 separate species, C32H114O25 in total at a distorted geometry. The level of theory is ωB97M-V/def2-TZVPD.

```
! wB97M-V def2-TZVPD RIJCOSX def2/J DEFGRID3
* xyz 0 1
C -3.88 -0.47 -4.44
C -2.56 -0.19 -3.68
O -2.17 -1.31 -2.90
H -4.72 -0.22 -3.78
H -3.78 -1.48 -4.81
H -3.85 0.23 -5.30
H -2.58 0.73 -3.14
H -1.76 -0.04 -4.39
H -2.84 -1.62 -2.33
C 5.30 2.47 3.34
C 5.59 1.25 2.51
O 4.48 0.38 2.44
H 4.41 2.93 2.97
H 6.08 3.21 3.24
H 5.21 2.34 4.43
H 6.52 0.72 2.96
H 5.89 1.45 1.51
H 4.72 -0.40 1.79
C -4.31 -1.00 5.85
C -3.35 -0.39 4.80
O -4.15 -0.04 3.60
H -5.32 -0.56 5.97
H -3.76 -0.98 6.79
H -4.37 -2.03 5.51
H -2.61 -1.13 4.54
H -2.78 0.39 5.19
H -3.45 0.38 3.03
C -5.02 4.28 2.16
C -4.13 5.16 1.28
O -2.73 4.87 1.56
H -5.24 4.75 3.19
H -4.52 3.35 2.28
H -6.00 3.99 1.74
H -4.26 6.23 1.42
H -4.32 4.92 0.27
H -2.62 3.94 1.83
C 1.51 6.07 -4.83
C 0.95 6.39 -3.47
O 1.19 5.30 -2.59
H 1.54 6.91 -5.55
H 0.85 5.23 -5.17
H 2.56 5.75 -4.65
H -0.13 6.64 -3.58
H 1.43 7.28 -2.94
H 1.11 5.59 -1.66
C -7.42 0.53 0.94
C -5.97 -0.01 0.80
O -5.56 -1.12 1.62
H -7.44 1.44 0.35
H -7.70 0.78 1.96
H -8.23 -0.10 0.50
H -5.38 0.86 1.04
H -5.68 -0.25 -0.26
H -5.07 -0.87 2.40
C 5.52 -3.41 2.09
C 5.53 -2.75 0.75
O 4.82 -1.50 0.76
H 5.99 -4.39 2.02
H 4.49 -3.66 2.39
H 5.97 -2.68 2.77
H 5.22 -3.34 -0.11
H 6.62 -2.54 0.48
H 4.76 -1.22 -0.16
C 3.00 -1.64 4.86
C 2.88 -3.21 4.98
O 1.88 -3.80 4.12
H 2.05 -1.12 4.94
H 3.40 -1.34 3.91
H 3.64 -1.35 5.67
H 2.39 -3.26 5.98
H 3.77 -3.78 5.02
H 1.84 -3.23 3.28
C 3.66 -2.90 -5.97
C 3.34 -3.64 -4.73
O 2.83 -2.78 -3.69
H 4.05 -1.87 -5.76
H 2.80 -2.72 -6.61
H 4.33 -3.48 -6.57
H 4.16 -4.11 -4.27
H 2.62 -4.39 -5.12
H 1.87 -2.68 -3.70
C 4.42 5.67 0.65
C 3.36 4.86 0.03
O 2.11 5.46 0.23
H 4.11 6.10 1.62
H 4.60 6.67 0.18
H 5.29 4.99 0.79
H 3.37 3.86 0.43
H 3.58 4.69 -1.05
H 1.49 4.73 0.48
C -2.10 -4.24 1.13
C -3.40 -3.69 1.66
O -4.37 -3.47 0.56
H -1.41 -4.67 1.87
H -1.52 -3.46 0.63
H -2.32 -5.01 0.28
H -3.29 -2.75 2.27
H -3.90 -4.35 2.40
H -4.94 -2.71 0.83
C 1.80 1.70 -3.58
C 0.74 0.98 -2.73
O 1.45 -0.03 -1.98
H 1.39 2.32 -4.39
H 2.33 0.89 -4.04
H 2.38 2.31 -2.93
H 0.07 0.43 -3.35
H 0.15 1.67 -2.09
H 1.86 0.33 -1.12
C 1.95 -6.10 0.69
C 3.28 -6.17 1.35
O 3.28 -6.03 2.77
H 1.61 -5.05 0.68
H 1.26 -6.82 1.23
H 2.05 -6.38 -0.41
H 3.97 -5.53 0.79
H 3.63 -7.23 1.34
H 2.79 -5.25 2.93
C -3.93 3.77 -3.02
C -2.67 4.71 -3.02
O -1.52 4.05 -2.45
H -4.01 3.32 -2.00
H -3.78 2.94 -3.74
H -4.79 4.30 -3.41
H -2.84 5.67 -2.56
H -2.40 4.90 -4.05
H -0.68 4.59 -2.58
C -1.35 -4.64 -2.91
C -0.76 -4.14 -4.25
O 0.07 -2.94 -3.97
H -2.03 -5.46 -3.09
H -1.91 -3.78 -2.50
H -0.69 -4.97 -2.08
H -1.50 -3.85 -4.94
H -0.13 -4.90 -4.71
H -0.55 -2.38 -3.48
C -1.65 0.99 0.10
C -1.56 -0.39 0.73
O -0.44 -0.19 1.59
H -0.65 1.27 -0.19
H -2.01 1.59 0.93
H -2.30 1.03 -0.83
H -1.40 -1.23 0.00
H -2.30 -0.78 1.41
H 0.41 -0.43 1.25
O -2.20 2.65 3.43
H -1.26 2.68 3.61
H -2.68 3.43 3.78
O -4.36 -2.72 -2.08
H -4.76 -2.91 -1.19
H -5.15 -2.58 -2.68
O -0.47 -1.41 4.27
H -0.42 -1.00 3.39
H 0.24 -2.08 4.21
O 4.52 -1.00 -2.08
H 4.17 -1.81 -2.42
H 3.81 -0.33 -2.27
O 2.13 0.42 0.69
H 1.63 1.20 1.03
H 3.01 0.60 1.14
O 0.55 2.50 1.98
H 0.29 2.88 1.12
H 0.00 1.71 2.05
O 0.45 -2.39 -0.68
H 0.88 -1.67 -1.25
H 0.74 -3.23 -1.02
O -0.53 4.38 0.16
H -1.05 4.18 -0.66
H -1.20 4.80 0.69
O 1.66 -2.06 1.92
H 2.05 -1.24 1.56
H 1.09 -2.48 1.24
*
```

The calculation puts the HOMO-LUMO gap at 9.9707 eV. For the total energy, the calculation gives -3168.43041 a.u. The largest force on an atom is 3.955 eV/Å.

Results of the Löwdin charge analysis, in e, for atoms 1 through 8: number 1, C, carries -0.06; number 2, C, carries -0.30; number 3, O, carries -0.09; number 4, H, carries 0.07; number 5, H, carries 0.07; number 6, H, carries 0.08; number 7, H, carries 0.08; number 8, H, carries 0.10

=====

(2)
This record from the Open Molecules 2025 dataset describes a structure of composition C32H125N5O41Rb2 at a distorted geometry. The level of theory is ωB97M-V/def2-TZVPD.

```
! wB97M-V def2-TZVPD RIJCOSX def2/J DEFGRID3
* xyz -2 1
Rb -2.01 -1.57 1.74
Rb 2.55 -0.36 3.93
C 0.91 -0.92 0.36
O 0.24 -0.25 -0.48
O 0.83 -2.26 0.31
O 1.70 -0.39 1.20
C -0.95 0.72 3.88
O -0.39 -0.38 4.25
O -0.33 1.86 4.08
O -2.10 0.70 3.31
O -2.01 -0.46 -2.08
H -1.40 -0.30 -1.32
H -1.53 -0.19 -2.84
O 3.73 0.84 -5.06
H 3.83 0.54 -4.13
H 3.78 0.10 -5.63
O -2.45 3.36 4.80
H -2.87 2.61 4.40
H -1.58 3.18 4.41
O 1.76 -1.50 -2.76
H 1.23 -1.06 -2.05
H 2.04 -2.35 -2.39
O 4.23 3.22 3.11
H 4.42 3.75 2.34
H 3.37 2.92 3.01
O 4.25 4.81 -0.19
H 3.97 3.89 -0.49
H 3.45 5.33 0.13
O 0.33 2.55 -0.80
H -0.04 2.79 0.08
H 0.38 1.60 -0.67
O 2.12 -4.21 -1.16
H 1.25 -4.57 -1.40
H 1.93 -3.53 -0.53
O -1.88 4.51 0.00
H -2.04 3.67 0.46
H -2.08 5.30 0.53
O -2.90 5.89 5.67
H -2.50 5.02 5.95
H -2.18 6.50 5.38
O 1.36 1.07 6.41
H 0.69 0.47 6.80
H 0.76 1.46 5.73
O 1.75 1.97 2.39
H 1.51 1.23 1.74
H 0.95 2.05 2.96
O -2.04 1.80 1.00
H -2.18 1.42 1.89
H -1.33 1.24 0.62
O -1.61 -3.05 -0.83
H -0.67 -2.88 -0.56
H -1.73 -2.36 -1.51
O 6.47 -1.05 -1.50
H 5.51 -0.80 -1.61
H 6.93 -0.20 -1.67
O 2.25 -4.52 4.45
H 1.68 -3.75 4.27
H 3.01 -4.51 3.88
O -3.33 5.38 2.84
H -3.81 5.83 3.53
H -2.66 4.80 3.29
O 4.32 -0.07 1.40
H 4.81 -0.41 0.62
H 3.40 -0.27 1.06
O 0.73 -2.56 3.27
H 0.25 -1.69 3.45
H 0.93 -2.54 2.31
O -0.69 -5.55 -1.64
H -0.93 -5.88 -0.76
H -1.00 -4.62 -1.66
O 3.13 2.11 -0.43
H 2.20 2.26 -0.54
H 3.28 1.78 0.48
O -4.24 -0.04 -0.03
H -3.82 -0.28 -0.87
H -3.87 0.86 0.18
O 4.01 -0.06 -2.20
H 3.74 0.65 -1.67
H 3.22 -0.53 -2.54
O 5.89 0.93 3.35
H 5.47 0.32 2.70
H 5.28 1.67 3.51
O 6.72 3.49 1.53
H 6.03 3.82 0.98
H 6.67 2.54 1.63
C 5.29 -3.80 0.33
O 5.17 -5.03 1.09
C 3.89 -5.58 1.08
C 3.95 -6.88 1.93
N 4.43 -6.46 3.24
C 4.39 -7.46 4.32
C 4.88 -6.98 5.66
O 6.32 -7.25 5.80
C 6.72 -7.40 7.18
H 4.58 -3.01 0.63
H 5.23 -4.03 -0.74
H 6.31 -3.44 0.55
H 3.51 -5.76 0.07
H 3.25 -4.90 1.63
H 4.72 -7.56 1.53
H 2.98 -7.30 2.12
H 5.39 -6.20 3.09
H 4.93 -8.38 3.98
H 3.31 -7.67 4.37
H 4.30 -7.50 6.47
H 4.74 -5.89 5.73
H 6.24 -8.30 7.58
H 6.50 -6.47 7.78
H 7.84 -7.57 7.07
C -3.42 -6.41 -4.55
O -3.37 -5.08 -4.99
C -2.12 -4.50 -4.71
C -1.92 -3.27 -5.60
N -0.63 -2.64 -5.45
C -0.44 -1.38 -6.26
C -1.31 -0.24 -5.68
O -0.88 0.10 -4.33
C 0.16 1.01 -4.31
H -3.53 -6.39 -3.44
H -2.57 -7.02 -4.92
H -4.32 -6.88 -4.92
H -1.36 -5.28 -4.88
H -2.00 -4.29 -3.65
H -2.80 -2.54 -5.37
H -2.02 -3.50 -6.65
H -0.25 -2.55 -4.49
H -0.76 -1.56 -7.30
H 0.60 -1.11 -6.20
H -2.34 -0.50 -5.48
H -1.23 0.61 -6.31
H 0.41 1.29 -3.31
H -0.19 1.97 -4.66
H 1.12 0.67 -4.82
C -2.85 3.20 -2.61
O -3.70 2.94 -3.75
C -5.08 2.95 -3.46
C -5.95 3.25 -4.62
N -7.35 3.14 -4.36
C -8.20 3.68 -5.39
C -9.70 3.74 -5.08
O -10.31 4.07 -6.34
C -11.49 4.77 -6.28
H -1.87 2.86 -2.93
H -3.04 2.65 -1.71
H -2.84 4.26 -2.26
H -5.29 3.57 -2.62
H -5.32 1.91 -3.07
H -5.75 2.71 -5.55
H -5.80 4.37 -4.83
H -7.65 2.21 -4.15
H -8.04 3.12 -6.33
H -7.82 4.70 -5.54
H -9.94 4.60 -4.42
H -10.17 2.88 -4.57
H -11.64 5.30 -7.25
H -11.52 5.58 -5.55
H -12.32 4.12 -6.05
C 0.25 -5.91 2.00
O -1.19 -6.22 1.96
C -1.94 -5.06 2.22
C -1.97 -4.69 3.71
N -2.90 -3.51 3.71
C -4.31 -3.77 3.77
C -5.38 -2.65 3.79
O -5.18 -1.90 2.63
C -5.55 -2.62 1.50
H 0.74 -6.87 1.86
H 0.53 -5.36 2.90
H 0.47 -5.29 1.13
H -3.00 -5.20 1.84
H -1.43 -4.27 1.62
H -0.98 -4.27 4.03
H -2.33 -5.57 4.29
H -2.66 -2.81 4.40
H -4.41 -4.41 4.66
H -4.50 -4.51 2.96
H -5.29 -2.00 4.65
H -6.32 -3.20 3.84
H -5.43 -1.89 0.63
H -6.59 -2.98 1.64
H -4.93 -3.46 1.29
C 1.73 5.72 -3.39
O 1.80 6.59 -2.29
C 1.04 6.13 -1.18
C 1.14 7.14 -0.04
N 2.53 7.07 0.54
C 3.47 7.97 -0.12
C 4.86 7.92 0.43
O 5.02 8.47 1.74
C 5.98 7.72 2.51
H 0.74 5.70 -3.80
H 2.05 4.74 -3.14
H 2.52 6.12 -3.99
H 1.40 5.17 -0.90
H 0.00 6.02 -1.51
H 0.40 7.02 0.74
H 0.84 8.07 -0.39
H 2.51 7.14 1.58
H 3.07 8.99 -0.14
H 3.58 7.65 -1.17
H 5.54 8.37 -0.29
H 5.11 6.84 0.42
H 6.16 8.28 3.45
H 6.96 7.67 2.00
H 5.67 6.77 2.87
*
```

The calculation puts the HOMO-LUMO gap at 7.2734 eV. For the total energy, the calculation gives -4701.21840 a.u. The largest force on an atom is 3.286 eV/Å.

Results of the Löwdin charge analysis, in e, for atoms 1 through 8: number 1, Rb, carries 1.00; number 2, Rb, carries 1.04; number 3, C, carries -0.83; number 4, O, carries -0.09; number 5, O, carries -0.17; number 6, O, carries -0.16; number 7, C, carries -0.85; number 8, O, carries -0.17

=====

(3)
This record from the Open Molecules 2025 dataset describes a structure of composition C32H16Cl3F4N4O2PbSSbSe4 at a distorted geometry. The level of theory is ωB97M-V/def2-TZVPD.

```
! wB97M-V def2-TZVPD RIJCOSX def2/J DEFGRID3
* xyz -2 1
Pb 0.29 0.79 -0.63
Cl 1.43 1.72 6.80
C 1.51 1.25 5.14
C 0.36 1.25 4.37
C 0.46 0.89 3.05
Cl -0.96 0.91 2.05
C 1.68 0.53 2.41
O 1.79 0.22 1.17
C 2.80 0.52 3.28
Cl 4.32 0.06 2.60
C 2.73 0.88 4.61
H -0.59 1.53 4.81
H 3.62 0.88 5.22
Se -3.18 2.51 -4.33
Sb -1.54 0.56 -3.65
Se -2.22 -0.15 -1.28
Se 0.70 1.63 -3.47
Se -1.83 -1.19 -5.30
O 0.89 -1.40 -1.58
S 0.05 -2.21 -2.50
C 1.30 -3.28 -3.33
C 2.18 -2.31 -4.04
C 3.27 -1.74 -3.39
C 3.96 -0.70 -3.96
C 3.57 -0.21 -5.20
C 2.52 -0.79 -5.87
C 1.82 -1.84 -5.30
C -0.74 -3.51 -1.44
C 0.22 -4.00 -0.42
C 0.53 -3.20 0.68
C 1.46 -3.61 1.60
C 2.08 -4.84 1.46
C 1.78 -5.65 0.38
C 0.86 -5.22 -0.56
H 0.74 -3.92 -4.01
H 1.82 -3.85 -2.56
H 3.56 -2.11 -2.41
H 4.78 -0.24 -3.43
H 4.08 0.65 -5.62
H 2.21 -0.42 -6.84
H 0.98 -2.27 -5.81
H -1.09 -4.27 -2.13
H -1.59 -3.00 -0.98
H 0.04 -2.24 0.80
H 1.71 -2.97 2.44
H 2.81 -5.17 2.19
H 2.26 -6.61 0.26
H 0.62 -5.86 -1.41
F -0.37 4.26 1.65
C -1.68 3.96 1.70
C -2.25 3.76 2.94
F -1.45 3.92 4.01
C -3.61 3.42 3.12
C -4.35 3.34 1.91
C -3.78 3.54 0.68
F -4.56 3.44 -0.42
C -2.42 3.84 0.51
C -1.85 4.00 -0.81
C -0.50 4.38 -0.99
N 0.60 4.66 -1.19
C -2.50 3.81 -1.96
N -3.00 3.82 -3.06
F -5.67 3.05 1.96
C -4.18 3.16 4.39
C -5.53 2.94 4.62
N -6.64 2.78 4.92
C -3.43 3.03 5.56
N -2.90 2.87 6.57
*
```

The calculation puts the HOMO-LUMO gap at 5.3511 eV. For the total energy, the calculation gives -13815.73018 a.u. The largest force on an atom is 1.470 eV/Å.

Results of the Löwdin charge analysis, in e, for atoms 1 through 8: number 1, Pb, carries 0.86; number 2, Cl, carries 0.64; number 3, C, carries -0.70; number 4, C, carries -0.13; number 5, C, carries -0.53; number 6, Cl, carries 0.73; number 7, C, carries -0.53; number 8, O, carries -0.32